(1)
Entry from OMol25: a 2-piece molecular cluster, C4H8O overall (ωB97M-V with the def2-TZVPD basis set).

Results
**Orbital gap**: 0.3557 Eh
**HOMO**: -8.567 eV
**Energy above the lowest of the compared OMol25 structures with the same formula, charge and spin**: 95.0 kcal/mol
**DFT total energy**: -6321.0487 eV
**Multiplicity**: 1
**LUMO**: 0.0408 hartree

Each line ends with the Mulliken charge.
Atoms and positions in Å:
1 C 1.820 0.219 0.583  -0.611
2 O 0.985 -0.881 0.230  -0.346
3 C -0.319 -0.632 0.234  0.273
4 C -1.527 -1.055 0.063  -0.380
5 C -1.352 0.407 0.463  -0.532
6 H 1.346 0.840 1.349  0.322
7 H 2.044 0.831 -0.298  0.258
8 H 2.744 -0.209 0.974  0.210
9 H -2.245 -1.818 -0.182  0.343
10 H -1.511 1.201 -0.279  0.212
11 H -1.591 0.724 1.484  0.252
12 H 0.110 0.390 -2.364  0.044
13 H -0.504 -0.016 -2.258  -0.045

(2)
Entry from OMol25: a 3-piece molecular cluster, C33H52N2O2 overall (ωB97M-V with the def2-TZVPD basis set).

Results
**Orbital gap**: 0.2783 Eh
**HOMO**: -8.153 eV
**DFT total energy**: -42139.7748 eV
**Multiplicity**: 1
**LUMO**: -0.0213 hartree

Each line ends with the Mulliken charge.
Atoms and positions in Å:
1 C -3.474 -2.862 -0.235  -0.773
2 C -4.071 -2.916 1.174  -0.788
3 C -3.241 -3.756 2.146  -0.654
4 C -1.748 -3.400 2.171  -0.509
5 C -1.065 -3.585 3.538  -0.635
6 C -0.103 -2.450 3.944  -0.684
7 C 1.332 -2.914 4.275  -1.691
8 C 2.172 -3.000 3.029  0.602
9 C 2.114 -4.151 2.242  -0.390
10 C 2.806 -4.258 1.051  -0.969
11 C 3.590 -3.204 0.602  -0.939
12 C 3.650 -2.045 1.354  0.659
13 C 2.957 -1.935 2.569  0.677
14 C 3.081 -0.631 3.299  0.116
15 O 3.124 -0.532 4.505  -0.602
16 C 3.168 0.568 2.414  0.686
17 C 2.593 1.777 2.777  -0.893
18 C 2.674 2.860 1.910  -0.484
19 C 3.361 2.738 0.708  -0.422
20 C 3.966 1.541 0.353  -1.010
21 C 3.855 0.449 1.202  0.671
22 C 4.442 -0.877 0.860  0.067
23 O 5.460 -0.996 0.214  -0.585
24 H -4.232 -2.542 -0.950  0.467
25 H -3.140 -3.853 -0.549  0.327
26 H -2.634 -2.170 -0.282  0.010
27 H -5.071 -3.351 1.111  0.369
28 H -4.191 -1.901 1.561  0.302
29 H -3.648 -3.649 3.154  0.391
30 H -3.372 -4.805 1.868  0.272
31 H -1.604 -2.379 1.811  0.241
32 H -1.234 -4.044 1.453  0.229
33 H -1.824 -3.694 4.314  0.558
34 H -0.496 -4.516 3.526  0.304
35 H -0.027 -1.741 3.115  0.359
36 H -0.506 -1.888 4.786  0.389
37 H 1.780 -2.223 4.981  0.496
38 H 1.302 -3.891 4.761  0.566
39 H 1.510 -4.983 2.584  0.450
40 H 2.738 -5.167 0.468  0.441
41 H 4.142 -3.284 -0.324  0.528
42 H 2.075 1.845 3.725  0.505
43 H 2.181 3.781 2.190  0.347
44 H 3.410 3.584 0.034  0.477
45 H 4.512 1.438 -0.575  0.515
46 C 1.794 -0.866 -4.738  -1.418
47 C 0.277 -0.983 -4.755  -0.317
48 N -0.238 -1.784 -3.661  0.236
49 C -1.631 -2.165 -3.827  -0.648
50 C -2.684 -1.051 -3.864  -0.959
51 C 0.153 -1.344 -2.332  -1.229
52 C -0.220 0.086 -1.922  -0.397
53 H 2.254 -1.854 -4.686  0.332
54 H 2.138 -0.374 -5.648  0.441
55 H 2.150 -0.276 -3.893  0.224
56 H -0.027 -1.475 -5.683  0.507
57 H -0.156 0.030 -4.787  0.222
58 H -1.885 -2.865 -3.026  0.278
59 H -1.709 -2.739 -4.756  0.404
60 H -2.835 -0.603 -2.883  0.118
61 H -3.644 -1.464 -4.182  0.400
62 H -2.424 -0.258 -4.567  0.346
63 H 1.237 -1.457 -2.241  0.346
64 H -0.269 -2.050 -1.610  0.338
65 H 0.031 0.816 -2.694  0.290
66 H 0.333 0.364 -1.020  0.540
67 H -1.280 0.186 -1.690  -0.063
68 C -2.566 2.833 -0.053  -1.375
69 C -2.147 4.272 0.207  -0.443
70 N -0.710 4.457 0.144  0.294
71 C -0.256 5.718 0.702  -0.575
72 C -0.706 7.023 0.035  -1.174
73 C -0.077 4.042 -1.097  -0.140
74 C -0.567 4.685 -2.402  -1.248
75 H -2.032 2.149 0.608  0.294
76 H -3.636 2.721 0.129  0.500
77 H -2.378 2.531 -1.085  0.229
78 H -2.466 4.554 1.214  0.496
79 H -2.692 4.933 -0.486  0.277
80 H 0.838 5.692 0.730  0.208
81 H -0.579 5.745 1.748  0.490
82 H -0.214 7.187 -0.923  0.263
83 H -0.451 7.867 0.679  0.424
84 H -1.784 7.046 -0.124  0.288
85 H -0.187 2.958 -1.190  0.070
86 H 0.998 4.212 -0.995  0.111
87 H -1.656 4.682 -2.471  0.270
88 H -0.185 4.118 -3.253  0.432
89 H -0.223 5.712 -2.515  0.325

Which value of multiplicity does entry 1 give?
1

The highest HOMO belongs to which entry?
C33H52N2O2

Which value of LUMO does entry 1 give?
0.0408 hartree

What did the first record say?
Entry from OMol25: a 2-piece molecular cluster, C4H8O overall (ωB97M-V with the def2-TZVPD basis set).

Results
**Orbital gap**: 0.3557 Eh
**HOMO**: -8.567 eV
**Energy above the lowest of the compared OMol25 structures with the same formula, charge and spin**: 95.0 kcal/mol
**DFT total energy**: -6321.0487 eV
**Multiplicity**: 1
**LUMO**: 0.0408 hartree

Each line ends with the Mulliken charge.
Atoms and positions in Å:
1 C 1.820 0.219 0.583  -0.611
2 O 0.985 -0.881 0.230  -0.346
3 C -0.319 -0.632 0.234  0.273
4 C -1.527 -1.055 0.063  -0.380
5 C -1.352 0.407 0.463  -0.532
6 H 1.346 0.840 1.349  0.322
7 H 2.044 0.831 -0.298  0.258
8 H 2.744 -0.209 0.974  0.210
9 H -2.245 -1.818 -0.182  0.343
10 H -1.511 1.201 -0.279  0.212
11 H -1.591 0.724 1.484  0.252
12 H 0.110 0.390 -2.364  0.044
13 H -0.504 -0.016 -2.258  -0.045